No. 1
{
  "formula": "C11H15N",
  "method": "wB97M-V/def2-TZVPD",
  "symbols": ["C", "C", "C", "N", "C", "C", "C", "C", "C", "C", "H", "H", "H", "H", "H", "H", "H", "H", "H", "C", "C", "H", "H", "H", "H", "H", "H"],
  "xyz": [[1.75, -0.66, 1.25], [0.58, -1.45, 0.77], [-0.05, -2.50, 1.36], [-1.08, -2.95, 0.56], [-1.16, -2.15, -0.55], [-2.08, -2.16, -1.59], [-1.94, -1.22, -2.59], [-0.93, -0.26, -2.53], [0.00, -0.28, -1.50], [-0.11, -1.20, -0.46], [2.58, -0.71, 0.54], [2.20, -1.02, 2.17], [1.45, 0.38, 1.34], [0.19, -2.97, 2.29], [-1.68, -3.69, 0.86], [-2.88, -2.89, -1.60], [-2.67, -1.22, -3.39], [-0.80, 0.49, -3.30], [0.80, 0.45, -1.49], [0.16, 3.34, 0.49], [1.29, 3.15, 1.50], [-0.30, 4.33, 0.59], [0.55, 3.23, -0.52], [-0.66, 2.65, 0.70], [1.01, 3.49, 2.49], [1.58, 2.11, 1.45], [2.18, 3.68, 1.15]],
  "total_charge": 0,
  "lumo_energy_ev": 0.93,
  "de_lowest_kcal_mol": 6.4,
  "e_homo_ev": -7.83,
  "multiplicity": 1,
  "smiles": "Cc1c[nH]c2ccccc12.CC"
}

=====

No. 2
{
  "formula": "C11H15N",
  "method": "wB97M-V/def2-TZVPD",
  "symbols": ["C", "C", "C", "N", "C", "C", "C", "C", "C", "C", "H", "H", "H", "H", "H", "H", "H", "H", "H", "C", "C", "H", "H", "H", "H", "H", "H"],
  "xyz": [[-1.92, -1.17, 1.81], [-0.93, -1.17, 0.71], [0.22, -1.88, 0.58], [0.75, -1.65, -0.69], [0.15, -0.52, -1.20], [0.50, 0.31, -2.27], [-0.36, 1.35, -2.56], [-1.50, 1.61, -1.77], [-1.76, 0.89, -0.63], [-0.95, -0.21, -0.38], [-1.83, -1.98, 2.55], [-2.91, -1.41, 1.42], [-1.92, -0.24, 2.38], [0.71, -2.57, 1.25], [1.67, -1.96, -0.96], [1.50, 0.24, -2.66], [-0.17, 2.08, -3.33], [-2.13, 2.42, -2.11], [-2.63, 1.07, 0.00], [2.74, 1.64, 2.22], [1.73, 0.46, 2.16], [3.77, 1.27, 2.26], [2.52, 2.38, 1.46], [2.59, 2.18, 3.15], [0.74, 0.76, 2.49], [1.59, 0.14, 1.13], [2.20, -0.30, 2.78]],
  "total_charge": 0,
  "lumo_energy_ev": 0.93,
  "de_lowest_kcal_mol": 14.3,
  "e_homo_ev": -7.93,
  "multiplicity": 1,
  "smiles": "Cc1c[nH]c2ccccc12.CC"
}

=====

No. 3
{
  "formula": "C11H15N2",
  "method": "wB97M-V/def2-TZVPD",
  "symbols": ["C", "C", "C", "C", "C", "C", "C", "N", "C", "C", "N", "C", "C", "H", "H", "H", "H", "H", "H", "H", "H", "H", "H", "H", "H", "H", "H", "H"],
  "xyz": [[-0.29, 0.20, 2.64], [0.47, 0.16, 1.28], [0.66, -1.39, 0.72], [1.86, -1.94, 1.38], [2.90, -2.09, 0.45], [2.40, -1.59, -0.83], [1.08, -1.25, -0.76], [-0.26, 0.83, 0.25], [0.15, 1.92, -0.50], [-0.73, 2.07, -1.54], [-1.71, 1.13, -1.38], [-2.89, 1.19, -2.25], [-1.41, 0.36, -0.32], [-0.19, 1.13, 3.13], [0.20, -0.66, 3.06], [-1.35, 0.13, 2.54], [1.46, 0.64, 1.54], [-0.34, -1.84, 0.90], [1.80, -2.35, 2.34], [3.88, -2.46, 0.51], [3.04, -1.57, -1.75], [0.46, -0.93, -1.64], [1.04, 2.33, -0.31], [-0.74, 2.87, -2.15], [-2.54, 0.76, -3.30], [-3.71, 0.58, -1.80], [-3.29, 2.24, -2.15], [-1.96, -0.47, -0.09]],
  "total_charge": 1,
  "lumo_energy_ev": -3.08,
  "de_lowest_kcal_mol": 44.3,
  "e_homo_ev": -11.72,
  "multiplicity": 1,
  "smiles": "C[C@@H](C1C=CC=C1)[n+]1ccn(C)c1"
}